Entry 1:
This record from the OMol25 dataset describes one molecule with the formula C28H32N6O3S at a distorted geometry. The level of theory is the ωB97M-V functional and the def2-TZVPD basis.

Results
Spin multiplicity   1
Gap between HOMO and LUMO   0.3220 Ha
E_HOMO   -8.25 eV
SMILES string   CC(C)C(=O)Nc1ccc(N(C(=O)Cn2nnc3ccccc32)[C@@H](C(=O)NC(C)(C)C)c2ccsc2)cc1
Energy relative to the best compared isomer or geometry (same formula, charge and spin)   0.0000 eV

Last column: Mulliken charge in e.
Geometry (Å):
C  -2.73927  4.99817  5.14958  -1.5220
H  -2.82150  5.16756  6.22035  0.4127
H  -3.72324  4.75594  4.75507  0.3654
H  -2.39779  5.91151  4.66989  0.3153
C  -1.75627  3.86879  4.86134  0.4900
C  -1.55116  3.72043  3.35530  0.3380
O  -1.73984  4.61733  2.56734  -0.6553
N  -1.10965  2.47277  3.01287  -0.0283
C  -0.68073  2.00469  1.77215  0.4254
C  -0.51839  2.83614  0.66776  -0.8175
C  -0.02995  2.31867  -0.51477  -0.3912
C  0.29833  0.97316  -0.61340  -0.8327
C  0.08893  0.12907  0.46978  -0.1509
C  -0.38949  0.64614  1.65466  -0.7945
H  -0.51714  -0.00627  2.50692  0.2740
H  0.33550  -0.91810  0.38252  0.4893
N  0.83108  0.46646  -1.83249  0.7459
C  2.08384  0.70882  -2.26786  0.9372
O  2.48727  0.33712  -3.35305  -0.7038
C  2.99573  1.50734  -1.32608  -1.1100
N  2.99138  1.02010  0.01807  0.8013
C  3.16342  -0.25796  0.45361  1.0946
C  3.42297  -1.46799  -0.17792  -0.8309
C  3.50754  -2.57203  0.63690  -0.5835
C  3.34771  -2.48419  2.02856  -0.5847
C  3.09764  -1.29027  2.66109  -0.8293
C  3.00197  -0.15469  1.85663  0.4904
N  2.75278  1.15505  2.14497  -0.5526
N  2.74902  1.81924  1.06435  -0.6782
H  2.97754  -1.21940  3.73022  0.5021
H  3.42543  -3.38900  2.61367  0.3913
H  3.69908  -3.53896  0.19715  0.4112
H  3.53594  -1.53495  -1.24783  0.4249
H  2.67887  2.55310  -1.29281  0.4335
H  4.00547  1.45491  -1.75032  0.3849
C  -0.04207  -0.32828  -2.68878  -0.0614
C  -1.45580  0.16166  -2.59520  -0.2324
C  -1.98289  1.12139  -3.40454  -0.2826
S  -3.60416  1.50264  -2.99371  -0.2015
C  -3.58099  0.35503  -1.71465  -0.5647
C  -2.38726  -0.27835  -1.61744  -0.6911
H  -2.16182  -1.02872  -0.88188  0.5044
H  -4.45603  0.22277  -1.11082  0.4715
H  -1.50649  1.62969  -4.21944  0.4775
H  0.34462  -0.20210  -3.70952  0.8439
C  0.04857  -1.82720  -2.33496  -0.3280
O  0.69610  -2.24401  -1.39914  -0.4521
N  -0.66874  -2.58565  -3.18046  -0.0498
H  -1.17166  -2.12349  -3.92134  0.4063
C  -0.80471  -4.04315  -3.10520  1.4837
C  0.57766  -4.68608  -3.23557  -1.6227
H  0.49364  -5.76823  -3.18940  0.4768
H  1.21740  -4.34669  -2.42627  0.3045
H  1.03613  -4.40819  -4.18186  0.3668
C  -1.44476  -4.41876  -1.76621  -1.5829
H  -1.56754  -5.49598  -1.69868  0.4647
H  -0.80941  -4.08678  -0.95014  0.3081
H  -2.42066  -3.94728  -1.66782  0.3397
C  -1.70433  -4.47236  -4.26229  -1.9102
H  -1.26012  -4.19480  -5.21600  0.4424
H  -1.83736  -5.55046  -4.24857  0.4400
H  -2.68403  -4.00524  -4.18025  0.4400
H  0.10834  2.96514  -1.36903  0.6657
H  -0.76229  3.88147  0.74748  0.6025
H  -1.02241  1.79846  3.76081  0.2217
C  -0.38848  4.15802  5.48839  -1.3192
H  0.00575  5.09273  5.09686  0.3251
H  -0.48237  4.24757  6.56843  0.4019
H  0.32424  3.36663  5.26499  0.3562
H  -2.14910  2.92988  5.26802  0.2928

Entry 2:
This record from the OMol25 dataset describes C28H32N8O2PtS as an isolated structure at a distorted geometry. The level of theory is the ωB97M-V functional and the def2-TZVPD basis.

Results
Spin multiplicity   1
Charge   +2
Gap between HOMO and LUMO   0.2420 Ha
E_HOMO   -13.24 eV
Energy relative to the best compared isomer or geometry (same formula, charge and spin)   0.5671 eV

Last column: Mulliken charge in e.
Geometry (Å):
Pt  0.01425  0.30042  0.65198  2.2564
C  1.43098  2.88301  1.69737  -0.7959
N  0.20082  2.16000  2.06108  -0.5245
C  0.24015  1.53608  3.39127  -1.5092
C  1.17847  0.39028  3.27844  0.5586
N  1.37630  -0.23844  2.13377  0.4850
C  2.25184  -1.30487  2.40410  0.4704
C  2.78326  -2.30045  1.58843  -0.6735
C  3.61697  -3.22126  2.18469  -0.9542
C  3.93069  -3.15875  3.55313  -0.5603
C  3.42118  -2.16926  4.36258  -1.1787
C  2.57437  -1.25034  3.75528  0.7874
N  1.88816  -0.15065  4.26631  0.0444
C  1.77426  2.56244  0.28667  0.4221
N  1.39190  1.44844  -0.30196  0.0503
C  1.92352  1.46231  -1.60025  -0.4596
C  1.82737  0.54721  -2.64667  -0.0484
C  2.47295  0.87268  -3.82049  -1.0510
C  3.18714  2.07557  -3.96282  -0.5743
C  3.28153  2.98702  -2.93370  -1.1501
C  2.64107  2.64663  -1.74714  1.0251
N  2.51999  3.31589  -0.52964  -0.0588
H  1.34460  3.96054  1.84378  0.6082
H  2.24801  2.53361  2.33287  0.3087
H  -0.61690  2.75635  1.98506  0.3486
H  0.53425  2.22898  4.18318  0.4797
H  -0.75728  1.15604  3.61893  0.4117
H  2.54977  -2.34594  0.53718  0.4022
H  4.04216  -4.01725  1.58879  0.4534
H  4.58110  -3.90890  3.98151  0.4133
H  3.66005  -2.11793  5.41629  0.4517
H  1.87356  0.13891  5.23142  0.2512
H  1.27498  -0.37384  -2.53828  0.4966
H  2.43723  0.18559  -4.65481  0.4731
H  3.67452  2.28969  -4.90409  0.4273
H  3.82412  3.91630  -3.04639  0.4680
H  2.96061  4.19039  -0.28964  0.2517
O  -0.42955  -2.13154  3.23789  -0.5711
C  -0.98886  -1.83972  2.21786  -0.0994
O  -1.29763  -0.56805  1.84701  -0.7256
C  -1.43877  -2.85830  1.23107  0.3899
C  -2.40117  -3.79919  1.57813  -0.5464
C  -2.83170  -4.72430  0.64162  -0.7317
C  -2.29949  -4.71245  -0.64239  -0.7315
C  -1.34987  -3.76847  -0.99695  -0.8070
C  -0.92596  -2.82622  -0.05933  0.7733
S  0.24181  -1.63573  -0.62550  -0.4149
H  -2.80290  -3.81055  2.58308  0.5362
H  -3.58284  -5.45352  0.91335  0.4456
H  -2.62862  -5.43752  -1.37460  0.4298
H  -0.94300  -3.74166  -2.00088  0.5653
C  -3.39444  -0.44464  -2.73931  -1.2178
N  -3.04725  0.19534  -1.46954  0.3547
C  -3.42791  -0.54554  -0.27306  -1.6356
C  -2.19285  1.21642  -1.41529  0.4259
N  -1.34275  1.40030  -0.38032  -0.2635
N  -2.21539  2.11785  -2.41576  0.0775
C  -3.45572  2.50548  -3.09031  -1.1812
C  -1.09291  3.01891  -2.64929  -1.2468
H  -3.21399  -1.51587  -2.64322  0.3703
H  -2.77287  -0.05960  -3.54273  0.4032
H  -4.44564  -0.29993  -2.98887  0.3649
H  -4.39573  -1.00962  -0.45516  0.4495
H  -3.50569  0.12610  0.57726  0.3339
H  -2.71202  -1.31917  -0.03274  0.6738
H  -0.93218  2.32108  -0.40719  0.3915
H  -4.29405  1.92537  -2.72253  0.3853
H  -3.36447  2.36738  -4.16740  0.3845
H  -3.65418  3.56039  -2.89415  0.4074
H  -0.14939  2.50036  -2.49196  0.4727
H  -1.14209  3.91470  -2.02028  0.3373
H  -1.12784  3.34532  -3.68671  0.3935

> energy relative to the best compared isomer or geometry (same formula, charge and spin) of number 2 (C28H32N8O2PtS)?

0.5671 eV

> gap between HOMO and LUMO of number 1 (C28H32N6O3S)?

0.3220 Ha

> The lowest energy relative to the best compared isomer or geometry (same formula, charge and spin) belongs to which entry?

C28H32N6O3S